Entry 1
The following is a quantum chemistry calculation of a structure of composition C70H74As2BrN3O2PRbS, from the OMol25 dataset.

Geometry (Å):
Rb: -0.552 -0.463 -0.467
C: 4.004 -0.424 -0.865
C: 2.771 -0.723 -0.032
As: 3.057 -1.631 1.715
C: 3.387 -0.067 2.849
C: 2.660 0.018 4.032
C: 2.787 1.120 4.869
C: 3.656 2.145 4.538
C: 4.377 2.083 3.352
C: 4.237 0.989 2.513
C: 4.879 -2.306 1.427
C: 6.039 -1.830 2.030
C: 7.271 -2.414 1.759
C: 7.362 -3.484 0.881
C: 6.209 -3.975 0.282
C: 4.980 -3.398 0.563
As: 3.587 -0.096 -2.767
C: 5.309 0.774 -3.143
C: 6.468 0.003 -3.054
C: 7.716 0.560 -3.290
C: 7.825 1.899 -3.638
C: 6.679 2.672 -3.746
C: 5.430 2.115 -3.497
C: 2.453 1.470 -2.590
C: 1.436 1.645 -3.525
C: 0.550 2.705 -3.412
C: 0.680 3.606 -2.369
C: 1.700 3.453 -1.444
C: 2.580 2.385 -1.548
H: 4.694 -1.268 -0.880
H: 4.571 0.424 -0.479
H: 2.083 -1.382 -0.567
H: 2.226 0.185 0.238
H: 1.958 -0.768 4.284
H: 2.185 1.183 5.767
H: 3.751 3.009 5.186
H: 5.033 2.899 3.069
H: 4.796 0.957 1.587
H: 5.990 -0.994 2.714
H: 8.163 -2.024 2.235
H: 8.324 -3.935 0.667
H: 6.260 -4.812 -0.405
H: 4.090 -3.795 0.083
H: 6.401 -1.049 -2.791
H: 8.604 -0.055 -3.201
H: 8.799 2.338 -3.823
H: 6.751 3.718 -4.019
H: 4.541 2.730 -3.569
H: 1.299 0.917 -4.317
H: -0.282 2.785 -4.099
H: -0.053 4.392 -2.237
H: 1.779 4.133 -0.607
H: 3.355 2.264 -0.798
C: -4.725 -4.455 -3.617
C: -4.082 -4.541 -2.240
N: -2.692 -4.972 -2.293
C: -2.453 -6.396 -2.148
C: -2.191 -6.800 -0.703
C: -1.644 -4.096 -2.406
S: -1.954 -2.443 -2.667
N: -0.444 -4.705 -2.386
C: 0.685 -4.034 -2.111
O: 0.827 -2.961 -1.524
C: 1.949 -4.773 -2.520
C: 3.150 -4.069 -2.546
C: 4.331 -4.700 -2.908
C: 4.326 -6.050 -3.233
C: 3.133 -6.761 -3.201
C: 1.950 -6.123 -2.855
H: -5.780 -4.175 -3.537
H: -4.666 -5.414 -4.141
H: -4.211 -3.697 -4.206
H: -4.622 -5.255 -1.608
H: -4.120 -3.568 -1.752
H: -1.601 -6.670 -2.769
H: -3.333 -6.916 -2.538
H: -1.293 -6.299 -0.341
H: -2.046 -7.881 -0.616
H: -3.026 -6.516 -0.059
H: 3.128 -3.018 -2.284
H: 5.254 -4.132 -2.938
H: 5.249 -6.547 -3.510
H: 3.125 -7.816 -3.449
H: 1.009 -6.654 -2.838
C: -3.904 2.496 6.085
C: -2.642 1.672 6.379
C: -3.079 0.352 7.013
C: -1.778 2.428 7.400
C: -1.851 1.452 5.092
C: -1.556 0.201 4.580
C: -0.837 0.078 3.404
Br: -0.544 -1.673 2.713
C: -0.325 1.165 2.641
O: 0.350 0.998 1.578
C: -0.674 2.466 3.180
C: -1.395 2.554 4.353
C: -0.250 3.722 2.413
C: 1.280 3.757 2.291
C: -0.674 5.009 3.128
C: -0.908 3.737 1.026
H: -4.480 2.666 7.001
H: -4.541 1.977 5.365
H: -3.652 3.468 5.658
H: -3.651 0.551 7.924
H: -2.219 -0.266 7.282
H: -3.712 -0.225 6.336
H: -2.336 2.613 8.324
H: -1.451 3.390 7.001
H: -0.884 1.849 7.643
H: -1.887 -0.706 5.070
H: -1.637 3.541 4.728
H: 1.740 3.805 3.280
H: 1.588 4.649 1.732
H: 1.646 2.866 1.785
H: -0.232 5.089 4.126
H: -1.760 5.082 3.222
H: -0.333 5.867 2.542
H: -0.682 2.857 0.425
H: -0.582 4.624 0.468
H: -1.997 3.802 1.123
N: -1.691 1.622 -1.753
P: -3.206 1.580 -1.801
C: -4.016 1.019 -3.366
C: -5.371 1.205 -3.640
C: -5.924 0.735 -4.823
C: -5.120 0.075 -5.745
C: -3.770 -0.106 -5.482
C: -3.220 0.368 -4.298
C: -4.018 0.499 -0.540
C: -4.801 -0.615 -0.833
C: -5.216 -1.474 0.180
C: -4.849 -1.236 1.496
C: -4.056 -0.136 1.802
C: -3.648 0.719 0.790
C: -4.124 3.180 -1.558
C: -3.661 4.272 -2.289
C: -4.238 5.523 -2.150
C: -5.290 5.711 -1.258
C: -5.752 4.637 -0.514
C: -5.172 3.380 -0.667
H: -5.995 1.720 -2.916
H: -6.980 0.881 -5.024
H: -5.548 -0.300 -6.668
H: -3.142 -0.634 -6.191
H: -2.170 0.230 -4.063
H: -5.058 -0.839 -1.861
H: -5.813 -2.346 -0.068
H: -5.158 -1.918 2.280
H: -3.725 0.047 2.818
H: -2.985 1.546 1.029
H: -2.821 4.131 -2.962
H: -3.861 6.358 -2.730
H: -5.737 6.692 -1.141
H: -6.566 4.770 0.190
H: -5.540 2.550 -0.075

Calculated values
Highest occupied orbital energy ... -2.156 eV
E_LUMO ... 0.135 Ha
Charge ... -2
Kohn-Sham gap ... 5.82 eV

Atomic partial charges in e from the Löwdin method, atoms 1 to 6: number 1, Rb, carries 0.58; number 2, C, carries -0.45; number 3, C, carries -0.45; number 4, As, carries 1.33; number 5, C, carries -0.39; number 6, C, carries -0.12

Entry 2
The following is a quantum chemistry calculation of a structure of composition C70H74As2BrN3O2PRbS, from the OMol25 dataset.

Geometry (Å):
Rb: 0.437 -0.506 0.584
C: -0.369 -0.307 -3.436
C: -0.354 0.684 -2.278
As: -0.633 2.636 -2.635
C: -2.560 2.799 -2.361
C: -3.038 3.939 -1.722
C: -4.407 4.154 -1.590
C: -5.309 3.236 -2.110
C: -4.839 2.089 -2.740
C: -3.473 1.868 -2.851
C: -0.752 2.651 -4.618
C: -1.893 3.009 -5.338
C: -1.883 3.038 -6.730
C: -0.730 2.712 -7.433
C: 0.426 2.396 -6.730
C: 0.414 2.386 -5.342
As: 0.401 -2.037 -2.868
C: -0.099 -2.971 -4.544
C: 0.440 -2.494 -5.741
C: 0.120 -3.077 -6.959
C: -0.737 -4.169 -7.003
C: -1.258 -4.673 -5.818
C: -0.942 -4.080 -4.600
C: -1.063 -2.780 -1.805
C: -0.774 -3.913 -1.055
C: -1.779 -4.598 -0.385
C: -3.086 -4.148 -0.452
C: -3.384 -2.994 -1.170
C: -2.378 -2.319 -1.847
H: 0.269 0.023 -4.251
H: -1.362 -0.456 -3.857
H: 0.624 0.634 -1.792
H: -1.111 0.419 -1.530
H: -2.329 4.639 -1.298
H: -4.766 5.032 -1.067
H: -6.376 3.400 -2.007
H: -5.539 1.355 -3.121
H: -3.113 0.974 -3.351
H: -2.805 3.262 -4.814
H: -2.783 3.314 -7.267
H: -0.730 2.714 -8.516
H: 1.340 2.158 -7.264
H: 1.331 2.174 -4.803
H: 1.121 -1.649 -5.719
H: 0.540 -2.679 -7.875
H: -1.001 -4.619 -7.953
H: -1.922 -5.529 -5.840
H: -1.365 -4.482 -3.687
H: 0.250 -4.257 -0.984
H: -1.530 -5.457 0.225
H: -3.869 -4.677 0.078
H: -4.401 -2.616 -1.200
H: -2.630 -1.429 -2.416
C: -2.837 3.292 4.860
C: -2.798 4.494 3.916
N: -1.652 4.532 3.014
C: -0.519 5.332 3.435
C: 0.321 4.674 4.530
C: -1.615 3.693 1.909
S: -0.269 3.688 0.859
N: -2.749 2.988 1.787
C: -2.863 1.849 1.074
O: -1.979 1.176 0.547
C: -4.287 1.325 0.989
C: -5.361 1.981 1.581
C: -6.653 1.489 1.439
C: -6.883 0.335 0.699
C: -5.810 -0.338 0.127
C: -4.519 0.149 0.283
H: -3.766 3.296 5.440
H: -1.994 3.303 5.556
H: -2.796 2.370 4.278
H: -2.773 5.421 4.497
H: -3.704 4.495 3.313
H: -0.894 6.302 3.776
H: 0.098 5.493 2.559
H: -0.172 4.709 5.505
H: 1.290 5.174 4.618
H: 0.498 3.630 4.265
H: -5.160 2.888 2.139
H: -7.484 2.004 1.908
H: -7.890 -0.050 0.585
H: -5.985 -1.246 -0.442
H: -3.661 -0.372 -0.128
C: 9.111 0.926 -0.548
C: 8.209 0.379 0.558
C: 8.222 1.381 1.726
C: 8.806 -0.952 1.041
C: 6.772 0.173 0.075
C: 5.817 -0.398 0.922
C: 4.525 -0.565 0.492
Br: 3.291 -1.394 1.697
C: 4.008 -0.185 -0.796
O: 2.795 -0.392 -1.112
C: 5.009 0.410 -1.643
C: 6.320 0.550 -1.185
C: 4.740 0.873 -3.092
C: 5.508 -0.045 -4.058
C: 5.228 2.320 -3.281
C: 3.268 0.850 -3.521
H: 10.127 1.060 -0.164
H: 8.756 1.896 -0.907
H: 9.155 0.238 -1.398
H: 9.246 1.551 2.085
H: 7.623 1.012 2.561
H: 7.800 2.337 1.407
H: 9.848 -0.818 1.357
H: 8.778 -1.694 0.238
H: 8.245 -1.354 1.888
H: 6.075 -0.716 1.927
H: 7.041 0.975 -1.876
H: 6.577 -0.062 -3.827
H: 5.385 0.297 -5.095
H: 5.127 -1.068 -3.983
H: 6.315 2.408 -3.201
H: 4.777 2.971 -2.527
H: 4.937 2.688 -4.273
H: 2.838 -0.144 -3.431
H: 3.224 1.175 -4.569
H: 2.666 1.530 -2.915
N: -0.685 -2.559 1.658
P: -1.019 -2.518 3.137
C: -2.647 -1.829 3.701
C: -2.870 -0.965 4.773
C: -4.149 -0.480 5.043
C: -5.226 -0.879 4.265
C: -5.020 -1.752 3.203
C: -3.739 -2.199 2.910
C: 0.163 -1.624 4.244
C: 1.161 -2.282 4.961
C: 2.178 -1.572 5.592
C: 2.214 -0.188 5.513
C: 1.235 0.484 4.789
C: 0.229 -0.228 4.151
C: -1.132 -4.202 3.941
C: -2.108 -4.622 4.840
C: -2.166 -5.950 5.264
C: -1.249 -6.877 4.791
C: -0.281 -6.478 3.871
C: -0.235 -5.157 3.443
H: -2.048 -0.674 5.416
H: -4.298 0.217 5.861
H: -6.219 -0.495 4.472
H: -5.856 -2.061 2.587
H: -3.547 -2.832 2.048
H: 1.145 -3.364 5.028
H: 2.951 -2.104 6.135
H: 3.004 0.367 6.004
H: 1.265 1.562 4.713
H: -0.523 0.305 3.574
H: -2.832 -3.909 5.216
H: -2.937 -6.261 5.962
H: -1.292 -7.907 5.129
H: 0.422 -7.205 3.475
H: 0.474 -4.831 2.687

Calculated values
Highest occupied orbital energy ... -2.244 eV
E_LUMO ... 0.134 Ha
Charge ... -2
Kohn-Sham gap ... 5.89 eV

Atomic partial charges in e from the Löwdin method, atoms 1 to 6: number 1, Rb, carries 0.61; number 2, C, carries -0.43; number 3, C, carries -0.48; number 4, As, carries 1.32; number 5, C, carries -0.42; number 6, C, carries -0.12

Short version: entry 1 is the most stable of them.

Entry 1
The following is a quantum chemistry calculation of a cluster of 2 separate species, C2H8N2OSi in total, from the OMol25 dataset.

Geometry (Å):
C: 3.065 0.087 -0.238
C: 2.005 -0.541 0.264
N: -0.909 -1.588 -0.163
N: -0.203 1.273 0.078
O: -3.457 0.012 -0.151
Si: 0.146 -0.360 -0.060
H: 4.101 -0.150 -0.418
H: 2.973 1.066 -0.650
H: 2.328 -1.461 0.687
H: -4.340 -0.488 -0.243
H: -1.919 -1.553 0.122
H: 0.596 1.874 0.086
H: -1.093 1.712 -0.063
H: -3.292 0.117 0.749

Calculated values
Highest occupied orbital energy ... -8.486 eV
E_LUMO ... 0.016 Ha
Kohn-Sham gap ... 8.93 eV
SMILES ... [H]/N=[Si](\N)C=C.O

Atomic partial charges in e from the Löwdin method, atoms 1 to 6: number 1, C, carries -0.07; number 2, C, carries -0.23; number 3, N, carries -0.20; number 4, N, carries -0.06; number 5, O, carries -0.08; number 6, Si, carries 0.45

Entry 2
The following is a quantum chemistry calculation of a cluster of 2 separate species, C2H8N2OSi in total, from the OMol25 dataset.

Geometry (Å):
C: -2.635 0.009 -0.144
C: -1.714 0.787 0.368
N: 1.643 -0.797 1.381
N: 1.237 -0.791 -1.409
O: 1.797 1.504 0.058
Si: 1.016 0.080 0.052
H: -3.701 0.218 -0.076
H: -2.395 -0.890 -0.693
H: -1.908 1.692 0.914
H: 1.144 -1.611 1.697
H: 1.951 -0.244 2.164
H: 0.979 -0.349 -2.275
H: 0.979 -1.762 -1.426
H: 1.607 2.154 -0.609

Calculated values
Highest occupied orbital energy ... -7.781 eV
E_LUMO ... 0.016 Ha
Kohn-Sham gap ... 8.22 eV

Atomic partial charges in e from the Löwdin method, atoms 1 to 6: number 1, C, carries -0.20; number 2, C, carries -0.15; number 3, N, carries -0.04; number 4, N, carries -0.05; number 5, O, carries -0.14; number 6, Si, carries 0.38

Short version: entry 2 is the most stable of them.